#i
ORCA calculation (the ωB97M-V functional and the def2-TZVPD basis) on an isolated ion of composition CH4N3O and charge +1.

```
9
CH4N3O, DFT the ωB97M-V functional and the def2-TZVPD basis
C 0.71 0.22 -0.04
N -2.61 -0.22 0.10
N -0.46 -0.45 -0.08
N 1.90 -0.39 -0.05
O -1.56 0.34 -0.28
H 0.60 1.13 0.42
H -3.34 0.53 -0.01
H 2.69 0.13 0.33
H 2.07 -1.30 -0.37
```

Output
total charge	+1
Kohn-Sham gap (spin up / spin down)	8.12 / 8.20	eV
molar mass	74.1	g/mol
HOMO energy (spin up / spin down)	-15.484 / -15.501	eV

***

#ii
ORCA calculation (the ωB97M-V functional and the def2-TZVPD basis) on a 2-piece molecular cluster, CH4N3O overall.

```
9
CH4N3O, DFT the ωB97M-V functional and the def2-TZVPD basis
C -0.39 -0.23 0.34
N 2.26 -0.50 -0.26
N -1.65 -0.05 -0.03
N 0.60 0.48 -0.13
O 3.03 0.05 0.30
H 0.00 -1.13 0.96
H -2.48 -0.41 0.37
H -1.77 0.43 -0.87
H 0.40 1.38 -0.67
```

Output
total charge	+1
Kohn-Sham gap	8.87	eV
molar mass	74.1	g/mol
HOMO energy	-15.245	eV

***

Quick one: least stable of them? #i

***

#i
ORCA calculation (the ωB97M-V functional and the def2-TZVPD basis) on a single C4H9NOS molecule.

```
16
C4H9NOS, DFT the ωB97M-V functional and the def2-TZVPD basis
N -1.26 -2.65 -0.29
C -0.17 -1.84 0.03
O 0.64 -2.18 0.86
C -0.12 -0.55 -0.75
C -0.92 0.54 -0.05
C 0.01 1.43 0.82
S 1.13 2.46 -0.17
H -1.55 -3.23 0.49
H -2.02 -2.10 -0.69
H -0.54 -0.76 -1.74
H 0.86 -0.18 -0.97
H -1.70 0.22 0.66
H -1.43 1.21 -0.73
H 0.58 0.77 1.46
H -0.58 2.08 1.45
H 0.28 3.49 -0.31
```

Output
total charge	0
Kohn-Sham gap	9.98	eV
molar mass	119.2	g/mol
HOMO energy	-9.223	eV
SMILES	NC(=O)CCCS

***

#ii
ORCA calculation (the ωB97M-V functional and the def2-TZVPD basis) on a single C4H9NOS molecule.

```
16
C4H9NOS, DFT the ωB97M-V functional and the def2-TZVPD basis
C -0.03 0.45 -0.06
C -0.26 1.64 0.88
C 1.14 0.43 -1.03
C 0.13 -2.04 0.23
N -0.55 -0.86 0.48
O -2.83 0.40 0.07
S -1.66 -0.19 -0.65
H 0.55 1.92 1.55
H -1.21 1.38 1.55
H -0.49 2.65 0.44
H 2.08 0.32 -0.53
H 1.18 1.44 -1.57
H 1.10 -0.42 -1.73
H 0.90 -2.10 0.95
H -0.50 -3.01 0.22
H 0.46 -2.00 -0.82
```

Output
total charge	0
Kohn-Sham gap	9.85	eV
molar mass	119.2	g/mol
HOMO energy	-9.066	eV

***

Quick one: least stable of them? #ii